*w*
Density functional theory data (ωB97M-V with the def2-TZVPD basis set) for a cluster of 2 separate species, C5H9F2NO2 in total.

Each line ends with the Löwdin charge.
Geometry (Å):
N: -1.50 -3.07 -0.01  0.14
C: -1.44 -1.76 0.42  -0.39
O: -0.66 -1.47 1.49  0.06
C: -2.26 -0.90 -0.17  -0.29
F: -2.94 -1.13 -1.36  0.06
F: -2.29 0.39 0.17  0.08
H: -1.06 -3.55 0.74  0.09
H: -2.34 -3.42 -0.36  0.08
H: 0.02 -0.73 1.44  0.10
C: 2.50 0.54 -0.30  0.05
C: 1.44 1.29 -0.01  -0.43
C: 1.09 2.59 -0.70  -0.03
O: 0.71 0.91 1.11  -0.04
H: 3.23 0.80 -1.02  0.05
H: 2.69 -0.53 -0.03  0.08
H: 1.89 2.88 -1.37  0.08
H: 0.28 2.51 -1.32  0.04
H: 0.87 3.39 0.09  0.12
H: -0.24 1.27 1.20  0.16

Output
spin multiplicity: 1

***

*x*
Density functional theory data (ωB97M-V with the def2-TZVPD basis set) for a cluster of 2 separate species, C5H9F2NO2 in total.

Each line ends with the Löwdin charge.
Geometry (Å):
C: 0.75 -0.76 -1.69  0.08
C: 0.23 -0.58 -0.49  -0.39
C: -0.05 -1.65 0.52  -0.02
O: -0.06 0.72 -0.06  0.03
C: -1.35 1.09 0.03  -0.53
C: -1.46 2.51 0.52  0.03
O: -2.27 0.38 -0.26  0.12
H: 0.91 0.07 -2.36  0.07
H: 1.02 -1.74 -2.04  0.07
H: -1.12 -1.68 0.72  0.08
H: 0.46 -1.42 1.44  0.08
H: 0.27 -2.61 0.14  0.08
H: -2.38 2.96 0.15  0.09
H: -1.50 2.50 1.61  0.09
H: -0.59 3.09 0.21  0.09
F: 2.92 -0.03 1.24  -0.06
N: 3.90 0.22 0.30  0.01
F: 3.43 1.31 -0.40  -0.06
H: 3.80 -0.57 -0.38  0.12

Output
spin multiplicity: 1

***

The most stable of them is *w*.

***

*w*
Density functional theory data (ωB97M-V with the def2-TZVPD basis set) for an isolated molecule of C5H9B.

Each line ends with the Löwdin charge.
Geometry (Å):
C: -1.37 -1.14 0.54  -0.05
B: -0.25 0.02 0.08  -0.30
C: -0.67 1.52 0.22  -0.04
C: 1.09 -0.66 -0.45  -0.19
C: 2.36 0.04 -0.86  -0.04
C: 2.44 -0.46 0.35  0.01
H: -1.07 -2.15 0.33  0.02
H: -2.44 -1.03 0.26  0.06
H: -1.32 -0.86 1.65  0.08
H: -1.41 1.65 1.02  0.06
H: -1.11 1.72 -0.73  0.06
H: -0.01 2.30 0.56  0.05
H: 0.89 -1.63 -0.92  0.09
H: 2.85 0.66 -1.53  0.07
H: 3.11 -0.99 1.01  0.09

Output
spin multiplicity: 1

***

*x*
Density functional theory data (ωB97M-V with the def2-TZVPD basis set) for an isolated molecule of C5H9B.

Each line ends with the Löwdin charge.
Geometry (Å):
B: -0.05 0.10 0.35  -0.50
C: 1.35 -0.15 -0.19  -0.09
C: -0.89 2.29 -0.46  0.02
C: 0.84 -1.59 -0.21  -0.13
C: -0.40 -1.29 0.84  -0.03
C: -1.16 1.09 0.12  -0.06
H: 1.73 0.34 -1.11  0.11
H: 2.16 -0.03 0.55  0.11
H: 0.04 2.84 -0.65  0.06
H: -1.69 2.89 -0.96  0.06
H: 0.46 -1.94 -1.13  0.09
H: 1.57 -2.28 0.17  0.10
H: -1.39 -1.50 0.58  0.07
H: -0.33 -1.75 1.80  0.09
H: -2.26 0.98 0.29  0.10

Output
spin multiplicity: 1

***

The most stable of them is *x*.

***

*w*
Density functional theory data (ωB97M-V with the def2-TZVPD basis set) for an isolated molecule of C4H6F2.

Each line ends with the Löwdin charge.
Geometry (Å):
F: -0.14 2.04 -0.82  -0.12
C: 0.16 0.63 -1.20  -0.02
C: 0.05 -0.38 0.00  -0.35
F: 0.03 -1.72 -0.51  -0.03
C: 0.59 -0.26 1.45  -0.09
C: -0.75 -0.47 1.20  -0.16
H: 1.32 0.61 -1.21  0.14
H: -0.36 0.41 -2.17  0.14
H: 1.26 -0.94 2.13  0.16
H: 0.91 0.71 1.49  0.07
H: -1.23 0.51 1.47  0.13
H: -1.34 -1.30 1.58  0.13

Output
spin multiplicity: 1

***

*x*
Density functional theory data (ωB97M-V with the def2-TZVPD basis set) for a structure of composition C4H6F2.

Each line ends with the Löwdin charge.
Geometry (Å):
C: -0.44 -0.83 0.17  -0.35
C: 0.11 -0.26 -1.05  -0.03
C: 0.75 0.74 0.02  -0.32
C: -0.26 0.29 0.95  -0.13
H: 0.02 -1.64 0.63  0.14
H: 0.79 -1.14 -1.54  0.17
H: -0.41 0.39 -1.77  0.13
H: 1.89 0.62 -0.03  0.18
H: -0.20 0.01 2.12  0.18
H: -0.96 1.23 0.79  0.19
F: -1.84 -1.48 0.07  -0.13
F: 0.56 2.07 -0.35  -0.03

Output
spin multiplicity: 1

***

The most stable of them is *x*.

***

*w*
Density functional theory data (ωB97M-V with the def2-TZVPD basis set) for an isolated molecule of C3H4NP.

Each line ends with the Löwdin charge.
Geometry (Å):
C: -1.77 0.04 0.31  0.07
C: -0.94 0.77 -0.31  -0.50
C: 1.26 -1.05 0.06  -0.59
N: 0.59 -1.81 0.70  0.10
P: 0.83 0.54 -0.87  0.87
H: -2.53 -0.49 0.80  0.03
H: -1.13 1.76 -0.73  0.04
H: 2.35 -1.11 -0.14  0.05
H: 1.33 1.34 0.18  -0.07

Output
spin multiplicity: 1

***

*x*
Density functional theory data (ωB97M-V with the def2-TZVPD basis set) for an isolated molecule of C3H4NP.

Each line ends with the Löwdin charge.
Geometry (Å):
H: 1.65 -0.28 -1.52  -0.15
P: 2.07 -0.25 -0.20  0.92
C: 0.43 -0.06 0.21  -0.69
C: -0.80 0.28 -0.61  -0.10
C: 0.17 -0.36 1.57  -0.36
N: -0.12 -0.48 2.68  0.16
H: -1.04 1.15 -0.15  0.04
H: -0.71 0.40 -1.68  0.08
H: -1.64 -0.41 -0.30  0.11

Output
spin multiplicity: 1

***

The most stable of them is *x*.

***

*w*
Density functional theory data (ωB97M-V with the def2-TZVPD basis set) for a structure of composition CHNO2S.

Each line ends with the Löwdin charge.
Geometry (Å):
C: 1.62 -0.10 -0.29  0.04
N: 0.56 -0.16 -0.68  0.02
O: -1.52 1.41 0.45  -0.47
O: -1.61 -1.10 0.68  -0.46
S: -1.69 0.06 -0.16  0.81
H: 2.63 -0.10 0.00  0.07

Output
spin multiplicity: 1

***

*x*
Density functional theory data (ωB97M-V with the def2-TZVPD basis set) for an isolated molecule of CHNO2S.

Each line ends with the Löwdin charge.
Geometry (Å):
N: -0.51 -1.38 1.30  0.12
C: 0.45 -1.34 0.68  -0.68
S: 1.50 -0.68 -0.44  0.94
O: 0.60 1.09 -0.72  -0.38
O: -0.81 0.89 -0.76  -0.11
H: -1.23 1.43 -0.06  0.11

Output
spin multiplicity: 1

***

The most stable of them is *w*.